# C3H4IN

A structure of composition C3H4IN at a distorted geometry (ωB97M-V/def2-TZVPD, the Open Molecules 2025 dataset).

Structure (XYZ):
```
9
Properties=species:S:1:pos:R:3:forces:R:3:nbo_charge:R:1
C -1.040 0.367 -0.263 -4.714 -0.349 -2.656 -0.14
C 0.152 0.974 -0.204 0.946 3.126 0.196 -0.03
C -0.509 -0.917 0.249 -0.556 -0.921 -0.148 -0.31
N 0.621 0.022 0.583 3.510 -1.733 0.876 -0.30
I 3.776 -0.041 -0.290 -0.459 -0.035 0.124 -0.08
H -2.112 0.670 -0.404 1.274 -0.053 0.066 0.21
H 0.570 2.039 -0.378 -0.642 -2.163 0.280 0.23
H -1.101 -1.233 1.108 0.406 -0.240 0.374 0.20
H -0.356 -1.883 -0.401 0.236 2.369 0.887 0.23
```
Forces are in eV/Å.

Computed properties:
Relative energy (zero: lowest compared OMol25 entry of this formula, charge and spin) in kJ/mol: 337.7